# 1
70
Properties=species:S:1:pos:R:3 method="wB97M-V/def2-TZVPD" total_charge=+1 e_lumo_ev="-3.5599 / -5.5398" orbital_gap_ev="6.728 / 4.747" spin_multiplicity=2 mol_weight_g_mol=734.76 max_force_ev_per_a=3.3 s_squared=0.793
Cu 0.1389 1.2533 0.2228
C -0.5493 2.7091 -2.6754
C 0.8778 2.3187 -2.4450
C 1.8214 2.4902 -3.4923
C 3.1277 2.1723 -3.4048
C 3.5587 1.6036 -2.1434
C 4.8768 1.2933 -1.7814
Br 6.1748 1.2926 -3.1926
C 5.2753 1.0504 -0.4750
C 4.3156 0.8275 0.5046
Br 4.8076 0.4782 2.3011
C 2.8662 0.9177 0.2084
O 1.9612 0.5684 1.0464
C 2.5705 1.4732 -1.1090
N 1.2680 1.8324 -1.2557
H -0.7313 3.3148 -3.6320
H -0.8942 3.2572 -1.7703
H -1.1401 1.8055 -2.7453
H 1.4913 2.9361 -4.4128
H 3.8223 2.3361 -4.2383
H 6.3220 1.0729 -0.3049
C -3.4676 0.0088 2.1985
C -3.2528 -0.4450 0.7700
C -4.0164 -1.7408 0.3853
C -3.3600 0.6831 -0.2203
Sb -0.9924 -1.0581 0.4140
C -0.8860 -2.3235 -1.5655
C 0.5417 -1.9926 -2.2261
C -2.0066 -1.6553 -2.4139
C -0.9779 -3.8298 -1.3540
C -0.1235 -2.3605 2.0166
C -0.9329 -3.6252 2.2229
C -0.1327 -1.4467 3.2926
C 1.3465 -2.5994 1.6000
H -4.5194 0.1974 2.3789
H -2.9998 0.9700 2.2658
H -3.0377 -0.7046 2.9546
H -4.8724 -1.5013 -0.2453
H -4.2730 -2.1104 1.3694
H -3.4529 -2.4912 -0.2018
H -4.2764 1.1903 -0.0408
H -3.2901 0.4475 -1.3252
H -2.6276 1.4986 0.0445
H 0.7496 -0.8893 -2.4777
H 0.5538 -2.6477 -3.1490
H 1.3478 -2.3671 -1.6247
H -1.8653 -0.5615 -2.4478
H -3.0524 -1.8138 -2.0566
H -1.8644 -2.0266 -3.4505
H -0.1583 -4.1843 -0.6542
H -0.8339 -4.3570 -2.3538
H -1.9597 -4.0695 -0.9029
H -2.0238 -3.4033 2.2390
H -0.8335 -4.1545 3.1954
H -0.8079 -4.4130 1.4420
H -1.1902 -1.1207 3.5213
H 0.4066 -0.4687 3.1377
H 0.3393 -2.0188 4.0862
H 1.5758 -3.3313 0.8826
H 1.8851 -2.8882 2.5184
H 1.7592 -1.6522 1.2780
C 0.4701 4.5993 0.9504
S -0.1817 3.0825 1.7796
C 0.7366 3.0023 3.3247
H 1.4119 4.3010 0.4201
H 0.6839 5.4487 1.6178
H -0.3011 4.8962 0.2407
H 1.4560 3.7484 3.3444
H 1.3068 2.0747 3.4320
H 0.0381 3.0994 4.1815



# 2
72
Properties=species:S:1:pos:R:3 method="wB97M-V/def2-TZVPD" total_charge=+2 e_lumo_ev="-6.1970 / -8.7543" orbital_gap_ev="7.975 / 5.485" spin_multiplicity=2 mol_weight_g_mol=780.38 max_force_ev_per_a=1.3 s_squared=0.785
Ir 0.1488 0.1465 0.0582
C 0.0696 3.8917 1.9957
C -0.8422 3.3432 0.9082
C -1.2880 4.4847 -0.0001
C -2.0599 2.6407 1.4881
O -0.0910 2.3772 0.1185
Ge 0.1370 2.4240 -1.7374
O 1.4286 0.9849 -1.2910
C 2.8491 0.9276 -1.6568
C 3.0833 2.0766 -2.6307
C 3.1168 -0.3811 -2.3789
C 3.6860 1.1228 -0.4044
O -0.9702 0.7821 -1.5731
C -1.6038 0.0824 -2.7002
C -1.1994 -1.3838 -2.6823
C -1.1270 0.7293 -3.9956
C -3.1052 0.2545 -2.5414
H -0.5016 4.5281 2.6725
H 0.5454 3.0897 2.5586
H 0.8679 4.4926 1.5593
H -1.8130 5.2386 0.5865
H -0.4308 4.9693 -0.4709
H -1.9707 4.1366 -0.7797
H -2.6427 3.3243 2.1053
H -2.7039 2.2687 0.6878
H -1.7523 1.7956 2.1097
H 2.4135 2.0076 -3.4899
H 2.9476 3.0487 -2.1524
H 4.1079 2.0287 -2.9987
H 2.5635 -0.4129 -3.3188
H 4.1795 -0.4655 -2.6062
H 2.8252 -1.2449 -1.7923
H 3.4739 2.0930 0.0472
H 3.4799 0.3551 0.3429
H 4.7478 1.0818 -0.6462
H -0.1240 -1.4824 -2.5180
H -1.7330 -1.9397 -1.9107
H -1.4365 -1.8438 -3.6412
H -0.0439 0.6318 -4.1068
H -1.5994 0.2405 -4.8469
H -1.3929 1.7873 -4.0369
H -3.4508 -0.1643 -1.5960
H -3.3788 1.3099 -2.5743
H -3.6258 -0.2571 -3.3518
Br -2.0322 -0.6830 1.0336
C -1.6815 -2.5057 0.6870
C -2.6742 -3.4496 0.7550
C -2.3303 -4.7837 0.5019
C -1.0243 -5.1253 0.2375
C -0.0117 -4.1468 0.2041
C 1.3522 -4.4865 0.0141
C 2.3310 -3.5163 0.0751
C 1.9897 -2.1806 0.2557
C 0.6474 -1.7415 0.2745
C -0.3512 -2.7851 0.3882
H -3.6940 -3.1772 0.9917
H -3.0991 -5.5433 0.5297
H -0.7581 -6.1596 0.0609
H 1.6202 -5.5270 -0.1209
H 3.3734 -3.7906 -0.0167
H 2.7805 -1.4544 0.3644
C -0.9933 0.0387 5.3854
N -0.2652 0.4769 4.1978
C 0.3516 -0.3257 3.3620
N 0.3117 -1.6394 3.5427
S 1.3296 0.3826 2.0799
H -1.4246 0.9104 5.8665
H -0.3213 -0.4494 6.0931
H -1.7998 -0.6407 5.1061
H -0.1793 1.4655 4.0113
H -0.1190 -2.0598 4.3527
H 0.8869 -2.2232 2.9576



# 3
80
Properties=species:S:1:pos:R:3 method="wB97M-V/def2-TZVPD" total_charge=+1 e_lumo_ev=-4.8750 orbital_gap_ev=7.430 mol_weight_g_mol=670.60 max_force_ev_per_a=2.6
O -0.0099 -4.9342 -2.5714
P -0.1325 -3.9489 -3.8093
O 0.7063 -2.6876 -3.3856
S -2.2767 -3.2394 -3.7259
Br -2.6398 -1.7443 -2.1442
H -0.9176 -5.2928 -2.4374
H 0.9122 -2.7104 -2.4285
H -2.9466 -4.3335 -3.2866
C -2.7145 -0.8276 2.1589
C -2.6938 -0.2120 0.8475
N -2.6775 0.3074 -0.1764
H -3.0085 -1.8693 2.0927
H -1.7302 -0.7901 2.6183
H -3.4177 -0.3131 2.8120
C -2.6230 -5.2675 3.7048
C -1.7554 -4.1682 3.3219
N -1.0600 -3.3085 3.0201
H -3.3675 -4.9438 4.4286
H -3.1457 -5.6689 2.8381
H -2.0517 -6.0720 4.1619
C 0.5581 1.2196 -0.4694
C 1.6719 0.9079 0.4034
N 2.5419 0.7110 1.1239
H 0.6512 0.7203 -1.4330
H -0.3880 0.9129 -0.0290
H 0.5047 2.2887 -0.6602
C 5.2951 2.4430 1.3806
C 6.1722 3.5470 1.0329
N 6.8560 4.4229 0.7582
H 4.5179 2.7631 2.0702
H 4.8062 2.0411 0.4980
H 5.8483 1.6341 1.8519
C -2.0880 -8.2343 -0.7448
C -2.4330 -7.0639 -1.5232
N -2.7056 -6.1476 -2.1558
H -2.7237 -9.0732 -1.0209
H -1.0519 -8.5153 -0.9234
H -2.2155 -8.0387 0.3177
C 3.8319 2.9094 -2.7392
C 2.5148 3.3762 -2.3438
N 1.4831 3.7646 -2.0312
H 4.3508 2.4621 -1.8942
H 3.7551 2.1638 -3.5277
H 4.4346 3.7362 -3.1090
C 0.7989 -6.0682 6.7494
C -0.5595 -6.5660 6.6139
N -1.6298 -6.9607 6.5072
H 1.4461 -6.5060 5.9927
H 0.8246 -4.9863 6.6375
H 1.2018 -6.3191 7.7280
C -5.1172 -5.7264 -5.0379
C -3.8859 -6.3811 -5.4510
N -2.9020 -6.8768 -5.7640
H -5.2720 -4.8016 -5.5910
H -5.9743 -6.3720 -5.2155
H -5.0935 -5.4881 -3.9746
C -1.2255 5.3889 -2.7372
C -1.9028 6.4848 -3.4102
N -2.4366 7.3501 -3.9377
H -1.7235 4.4434 -2.9378
H -0.1954 5.3014 -3.0682
H -1.2134 5.5335 -1.6658
C -4.1376 5.1212 0.8561
C -2.9396 4.4892 0.3363
N -1.9837 4.0099 -0.0739
H -4.3337 6.0555 0.3339
H -5.0004 4.4710 0.7292
H -4.0230 5.3394 1.9158
C 0.9101 4.3984 1.4252
C 0.2212 4.9850 2.5601
N -0.3363 5.4468 3.4475
H 1.2065 3.3733 1.6444
H 0.2652 4.3860 0.5485
H 1.8072 4.9623 1.1752
C 7.6945 7.7494 0.4101
C 7.0515 8.7749 -0.3930
N 6.5451 9.5791 -1.0318
H 7.2311 6.7795 0.2500
H 8.7487 7.6620 0.1557
H 7.6214 7.9842 1.4699



# 4
99
Properties=species:S:1:pos:R:3 method="wB97M-V/def2-TZVPD" total_charge=0 e_lumo_ev=-0.7831 orbital_gap_ev=9.117 mol_weight_g_mol=1141.74 max_force_ev_per_a=7.6
Cd 13.1227 -8.9070 -10.5633
S 14.1512 -11.1013 -11.2306
O 13.4948 -12.1133 -12.0034
O 14.0864 -9.8731 -11.9483
O 13.3311 -10.7212 -10.0819
O 15.5264 -11.5008 -10.8764
C 9.7786 -11.4348 -11.5471
O 9.2325 -10.1911 -11.9025
C 9.9800 -9.0908 -11.7547
O 11.1359 -9.0324 -11.2957
O 9.3410 -8.0713 -12.4479
C 9.5630 -6.6955 -12.2259
H 9.0450 -12.2310 -11.4206
H 10.0826 -11.3572 -10.5033
H 10.6362 -11.7039 -12.1637
H 9.3297 -6.1874 -13.1615
H 10.5841 -6.5912 -11.8590
H 8.8147 -6.3465 -11.5144
C 15.8756 -5.4655 -9.6700
O 16.5908 -6.5923 -9.1662
C 16.0377 -7.8468 -9.1868
O 14.9728 -8.1006 -9.7886
O 16.7957 -8.8151 -8.6044
C 17.9660 -8.4844 -7.8890
H 15.9317 -5.4035 -10.7568
H 16.3739 -4.5318 -9.4090
H 14.8502 -5.5029 -9.3022
H 18.9021 -8.3907 -8.4395
H 18.2357 -9.2953 -7.2125
H 17.8205 -7.6300 -7.2281
C 14.6275 -11.2350 -6.8215
O 14.9790 -10.1702 -5.9403
C 15.9225 -10.3387 -5.0334
O 16.6796 -11.2796 -4.8216
O 15.7553 -9.2913 -4.1546
C 16.4169 -9.2804 -2.8226
H 15.3955 -11.9867 -7.0039
H 14.2114 -10.8196 -7.7393
H 13.8143 -11.7570 -6.3171
H 16.3392 -10.2715 -2.3756
H 16.0337 -8.4977 -2.1679
H 17.4786 -9.0866 -2.9749
C 9.6144 -7.3837 -6.7434
O 10.4576 -7.9250 -7.7627
C 11.8061 -7.9349 -7.7778
O 12.5059 -8.3344 -8.7056
O 12.2698 -7.3292 -6.6659
C 13.6022 -6.9920 -6.4526
H 9.4527 -6.3311 -6.9760
H 10.0402 -7.4309 -5.7411
H 8.6259 -7.8425 -6.7673
H 14.0396 -6.5318 -7.3386
H 14.1584 -7.9279 -6.3991
H 13.7951 -6.4369 -5.5346
C 15.9598 -13.1032 -13.9775
C 16.0878 -13.9986 -12.7953
O 17.3674 -13.8626 -12.3270
C 18.0762 -13.1419 -13.2071
O 19.2246 -12.8473 -13.0639
O 17.2796 -12.7634 -14.2063
F 15.8881 -15.2102 -13.2193
H 15.5091 -12.1545 -13.6859
H 15.4550 -13.5173 -14.8503
H 15.3766 -13.6767 -12.0346
C 18.9510 -13.4075 -9.2274
C 18.0373 -12.2448 -8.8538
O 18.8776 -11.1095 -8.8121
C 20.0793 -11.4333 -9.2302
O 21.0217 -10.7247 -9.2457
O 20.0957 -12.7521 -9.5859
F 17.5329 -12.4459 -7.6543
H 18.5733 -14.0845 -9.9936
H 19.1955 -13.9344 -8.3051
H 17.2027 -12.1004 -9.5398
C 17.4426 -9.6974 -12.2573
C 16.7928 -8.5947 -13.0835
O 17.7130 -8.5546 -14.1384
C 18.8842 -9.1170 -13.8998
O 19.7547 -9.2161 -14.7406
O 18.7898 -9.8153 -12.7329
F 16.7426 -7.4134 -12.4455
H 16.9577 -10.6349 -12.5296
H 17.3171 -9.6618 -11.1752
H 15.8025 -8.7259 -13.5198
C 12.6739 -10.2916 -15.0477
Cl 12.8571 -8.5561 -15.2777
Cl 10.9320 -10.7249 -15.1951
H 13.3939 -10.8801 -15.6165
H 12.8649 -10.4446 -13.9855
C 12.9193 -13.8362 -9.3599
Cl 13.2577 -15.1953 -10.4621
Cl 11.7618 -14.1687 -7.9554
H 13.8937 -13.5446 -8.9679
H 12.4797 -13.0315 -9.9493
C 11.6976 -14.0663 -13.8245
Cl 10.1338 -14.9150 -13.9518
Cl 12.5878 -14.1607 -15.3593
H 11.4753 -13.0933 -13.3862
H 12.3428 -14.5339 -13.0807



# 5
87
Properties=species:S:1:pos:R:3 method="wB97M-V/def2-TZVPD" total_charge=-1 e_lumo_ev="1.9896 / 2.0246" orbital_gap_ev="1.591 / 9.399" spin_multiplicity=2 mol_weight_g_mol=874.69 max_force_ev_per_a=3.7 s_squared=0.752
C -2.7341 -4.4699 3.8244
C -1.4395 -4.2628 3.1777
N -0.3941 -4.1415 2.6794
H -2.9480 -3.5307 4.3345
H -2.7710 -5.3053 4.5237
H -3.5705 -4.7110 3.1684
C -4.3365 -2.2341 -1.9247
C -5.2365 -1.0840 -1.6875
N -5.9362 -0.1912 -1.4400
H -4.3368 -2.5829 -2.9573
H -4.6962 -3.0406 -1.2857
H -3.3195 -2.0398 -1.5840
C 6.6597 2.8535 -0.0959
C 5.3937 2.1420 -0.0864
N 4.3763 1.5956 -0.1500
H 7.4731 2.1279 -0.0881
H 6.8140 3.5151 0.7564
H 6.7428 3.3888 -1.0417
C -5.0389 -6.1553 -0.6553
C -3.9126 -5.3731 -0.1497
N -3.0332 -4.7009 0.2160
H -4.6667 -7.1792 -0.6898
H -5.3105 -5.7263 -1.6198
H -5.8345 -6.1289 0.0893
C 2.2122 2.9598 -2.2922
C 2.1420 1.5266 -2.4118
N 2.0833 0.3748 -2.4686
H 1.8645 3.4468 -3.2033
H 3.2652 3.2209 -2.1865
H 1.7304 3.2527 -1.3594
C 2.2234 5.9561 0.2485
C 3.5463 5.4988 -0.1779
N 4.5858 5.1995 -0.5113
H 1.6160 5.0582 0.1345
H 1.8969 6.6505 -0.5256
H 2.1188 6.3565 1.2568
C 1.6219 -0.9511 3.8148
O 1.3246 -0.1635 4.8651
C 1.9153 1.0216 5.0256
O 2.6618 1.6737 4.2474
O 1.5164 1.4952 6.1956
C 1.9177 2.8245 6.5941
H 2.6878 -1.1780 3.8378
H 1.3352 -0.4529 2.8887
H 1.0893 -1.9010 3.8586
H 1.3614 3.1180 7.4842
H 1.6708 3.5756 5.8438
H 2.9932 2.8687 6.7657
C -1.3128 1.9246 -3.7424
O -1.6445 2.0631 -5.0903
C -2.0317 3.2463 -5.5821
O -2.1365 4.2794 -4.9010
O -2.0896 3.1101 -6.9105
C -2.6317 4.1547 -7.6814
H -1.3616 0.8852 -3.4179
H -2.0094 2.5103 -3.1424
H -0.3118 2.3222 -3.5750
H -3.2286 3.8517 -8.5417
H -1.8536 4.7851 -8.1118
H -3.4317 4.6482 -7.1297
C 0.9874 1.3193 0.8207
O -0.0431 1.2292 -0.1001
C -0.7083 0.1227 -0.3850
O -1.6703 0.0825 -1.1441
O -0.2292 -0.9335 0.3450
C -0.7195 -2.2246 -0.0464
H 1.8054 0.6454 0.5658
H 0.7553 1.1225 1.8673
H 1.4151 2.3123 0.6823
H -0.7291 -2.4549 -1.1117
H -1.7163 -2.4009 0.3580
H -0.0276 -2.9478 0.3852
C 3.9293 -2.1426 -0.4801
Cl 5.3231 -3.2375 -0.7740
Cl 4.1280 -1.2723 1.0662
Cl 2.3176 -3.0079 -0.5997
H 3.9452 -1.3952 -1.2733
C -0.0880 -6.0337 -0.3300
Cl -1.1570 -7.3732 -0.4666
Cl 0.0071 -5.1457 -1.8389
Cl 1.4428 -6.8119 0.1406
H -0.3419 -5.3151 0.4492
C -2.7469 0.7598 2.7684
Cl -2.6007 -0.8394 3.5544
Cl -1.7165 1.9561 3.6391
Cl -4.4682 1.3172 2.7497
H -2.3750 0.6909 1.7461



# 6
85
Properties=species:S:1:pos:R:3 method="wB97M-V/def2-TZVPD" total_charge=+1 e_lumo_ev=-8.3893 orbital_gap_ev=1.771 mol_weight_g_mol=1172.14 max_force_ev_per_a=6.9
C -3.7480 3.0543 -3.0500
C -2.1969 2.8516 -3.4774
I -1.2556 4.3273 -4.8627
C -1.4305 1.7182 -2.9560
I 0.6931 1.6593 -3.6625
P -1.9040 0.3273 -1.7717
C -3.5834 -0.2191 -2.6017
C -3.9342 -1.7960 -2.2391
N -3.8633 -2.7299 -3.2709
C -2.7064 1.4046 -0.3565
C -2.2182 0.9735 1.1445
C -3.2063 1.6359 2.3211
S -2.2709 3.1480 3.0010
C -2.7925 3.5245 4.7643
S -4.0369 2.5451 5.4373
N -2.1180 4.6774 5.4767
C -2.8566 5.1199 6.7188
C -2.5081 4.2584 8.0770
O -1.0910 3.8974 8.2328
C -0.5556 3.2554 7.0091
C -0.6686 4.3983 5.8092
O -1.2544 -0.8661 -2.9192
C -0.2353 -1.7663 -2.2822
C 0.7954 -2.0049 -3.5342
C 1.3862 -3.5246 -3.6786
C 2.4734 -3.5368 -4.9201
C 1.8957 -2.9581 -6.3404
C 3.8614 -2.6950 -4.5973
C 0.3389 -1.0013 -0.9093
O -0.1576 -1.9321 0.1586
C 1.9724 -0.9869 -0.6794
C 2.4475 -1.0982 0.8832
C 3.0805 -2.5868 1.2920
F 2.3267 -3.5622 0.4145
F 2.7155 -2.9998 2.6872
C 4.6509 -2.7767 0.9059
F 4.8975 -4.2460 0.6600
F 4.9425 -2.1130 -0.4128
S 5.9079 -2.2202 2.1548
F 6.4127 -0.9862 1.0276
F 4.8951 -1.0564 2.8873
F 5.5470 -3.4516 3.2878
F 7.0730 -3.2560 1.3617
F 7.1662 -1.7030 3.2037
O -0.3956 0.3062 -0.8300
H -3.9446 3.3124 -1.9130
H -4.0938 4.0459 -3.6225
H -4.5044 2.2312 -3.4697
H -2.2531 -0.7626 -0.8493
H -4.4946 0.4209 -2.2448
H -3.4510 -0.0613 -3.7692
H -4.2752 -2.1795 -1.1784
H -4.1306 -3.6838 -2.9095
H -3.8734 1.4485 -0.4284
H -2.3044 2.5107 -0.5487
H -2.3096 -0.1972 1.3052
H -1.1284 1.3660 1.4342
H -3.2478 0.8507 3.1948
H -4.2613 1.9428 1.9081
H -2.4955 6.2352 6.9447
H -4.0282 5.1955 6.5945
H -3.1851 3.2852 8.1646
H -2.8019 4.9442 8.9985
H -1.2181 2.3026 6.7947
H 0.5540 2.8623 7.1534
H 0.0188 4.1795 4.8868
H -0.2412 5.3993 6.3003
H -0.6858 -2.8084 -1.9806
H 0.2123 -1.6806 -4.5241
H 1.7329 -1.2712 -3.4736
H 1.9916 -3.8365 -2.7103
H 0.4818 -4.2536 -3.8259
H 2.7787 -4.6573 -5.1023
H 2.4602 -3.3406 -7.2983
H 0.7242 -3.1091 -6.4203
H 2.0538 -1.7750 -6.3154
H 3.9517 -1.6903 -5.2311
H 4.7852 -3.3604 -4.9405
H 3.9821 -2.4044 -3.4700
H -0.3726 -1.3565 0.9702
H 2.5527 -1.7574 -1.3832
H 2.3347 0.0852 -1.0610
H 1.6165 -0.7620 1.6709
H 3.3212 -0.2961 1.0203
Hg 3.2570 -2.3836 -8.2354